Record 1
Below is one molecule with the formula C7H16O2 in a non-equilibrium geometry, with properties calculated with the ωB97M-V functional and the def2-TZVPD basis.

```
! RIJCOSX wB97M-V def2-TZVPD def2/J DEFGRID3
* xyz 0 1
C 2.809 0.073 -0.576
C 1.472 0.785 -0.658
C 0.132 -0.154 0.043
C 0.172 -1.578 -0.480
C 0.289 -0.085 1.551
C -0.999 0.645 -0.477
O -1.173 0.502 -1.850
C -2.428 0.067 0.355
O -2.634 0.900 1.470
H 2.823 -0.811 -1.211
H 3.617 0.728 -0.913
H 3.041 -0.234 0.444
H 1.502 1.722 -0.098
H 1.236 1.013 -1.698
H 0.078 -1.595 -1.563
H -0.634 -2.172 -0.051
H 1.111 -2.051 -0.201
H 0.154 0.932 1.914
H -0.433 -0.729 2.051
H 1.282 -0.425 1.835
H -0.951 1.691 -0.156
H -1.800 1.164 -2.157
H -2.390 -0.995 0.615
H -3.235 0.211 -0.374
H -3.040 0.398 2.184
*
```

Output
* LUMO: 0.78 eV
* frontier orbital gap: 0.3537 hartree
* SMILES string: CCC(C)(C)[C@@H](O)CO


Record 2
Below is a 6-piece molecular cluster, C12H30Cl6O9S3 overall in a non-equilibrium geometry, with properties calculated with the ωB97M-V functional and the def2-TZVPD basis.

```
! RIJCOSX wB97M-V def2-TZVPD def2/J DEFGRID3
* xyz 0 1
C 3.524 6.228 1.304
C 2.636 6.088 0.128
O 1.942 4.813 0.096
S 1.205 4.293 -1.123
C 2.482 3.626 -1.996
O 0.393 3.252 -0.600
O 0.548 5.362 -1.845
H 4.263 5.423 1.418
H 2.933 6.404 2.186
H 4.035 7.194 1.115
H 1.896 6.863 0.058
H 3.263 6.172 -0.800
H 2.056 3.167 -2.876
H 3.020 2.924 -1.367
H 3.101 4.452 -2.351
C -2.641 -3.528 0.950
C -1.212 -3.207 1.042
O -0.573 -4.331 1.753
S 0.484 -5.272 1.023
C 0.493 -6.538 2.211
O -0.144 -5.737 -0.206
O 1.775 -4.605 0.929
H -3.154 -3.579 1.917
H -2.718 -4.478 0.450
H -3.023 -2.681 0.354
H -0.701 -3.098 0.067
H -0.915 -2.340 1.616
H 1.118 -7.270 1.712
H -0.529 -6.831 2.277
H 0.925 -6.091 3.107
C -5.677 -0.885 -0.759
C -4.595 -0.507 -1.747
O -3.283 -0.778 -1.277
S -2.080 -0.448 -2.226
C -1.779 1.205 -2.018
O -0.997 -1.205 -1.625
O -2.458 -0.797 -3.567
H -6.584 -0.759 -1.361
H -5.719 -0.271 0.135
H -5.543 -1.895 -0.388
H -4.726 -1.090 -2.655
H -4.633 0.564 -1.977
H -2.680 1.777 -2.271
H -0.990 1.438 -2.738
H -1.412 1.405 -1.028
Cl 1.526 3.226 2.904
C 2.547 2.076 3.810
Cl 4.163 1.893 3.119
H 2.711 2.493 4.778
H 2.053 1.136 3.861
Cl -0.909 0.636 1.489
C 0.703 0.131 0.914
Cl 1.733 -0.853 1.972
H 0.640 -0.414 -0.043
H 1.239 1.058 0.727
Cl 2.940 -1.937 -1.411
C 1.924 -3.179 -2.061
Cl 2.574 -3.850 -3.590
H 1.935 -3.985 -1.378
H 0.897 -2.860 -2.139
*
```

Output
* LUMO: 0.35 eV
* frontier orbital gap: 0.3870 hartree
* SMILES string: CCOS(C)(=O)=O.CCOS(C)(=O)=O.CCOS(C)(=O)=O.ClCCl.ClCCl.ClCCl


Record 3
Below is C12H13NO2 as an isolated structure in a non-equilibrium geometry, with properties calculated with the ωB97M-V functional and the def2-TZVPD basis.

```
! RIJCOSX wB97M-V def2-TZVPD def2/J DEFGRID3
* xyz 0 1
C -2.343 0.351 3.012
C -1.197 -0.319 3.388
C -2.509 0.771 1.695
C -0.152 -0.511 2.527
C -1.498 0.487 0.769
C -0.302 -0.134 1.182
C -1.416 0.733 -0.722
C 1.499 -2.500 -1.224
C 0.592 -1.970 -0.437
C 0.703 -0.574 0.062
C 1.543 1.773 -2.190
C 0.415 0.785 -2.464
N -0.250 0.335 -1.241
O -2.300 1.283 -1.384
O 1.889 0.147 0.147
H -2.979 0.562 3.862
H -1.112 -0.453 4.478
H -3.349 1.324 1.268
H 0.814 -0.819 2.865
H 1.297 -3.517 -1.610
H 2.239 -1.909 -1.583
H -0.238 -2.569 -0.088
H 1.809 1.863 -1.082
H 2.519 1.489 -2.772
H 1.349 2.787 -2.543
H -0.357 1.227 -3.000
H 0.699 -0.148 -3.169
H 2.635 -0.495 0.251
*
```

Output
* LUMO: 0.45 eV
* frontier orbital gap: 0.3442 hartree


Record 4
Below is an isolated ion of composition C2H8N3 and charge +1 in a non-equilibrium geometry, with properties calculated with the ωB97M-V functional and the def2-TZVPD basis.

```
! RIJCOSX wB97M-V def2-TZVPD def2/J DEFGRID3
* xyz 1 3
C 0.188 -1.702 -0.367
C 0.191 -0.177 -0.602
N -1.082 0.196 1.315
N -0.367 2.074 -0.142
N -0.547 0.629 0.325
H 0.695 -2.097 -1.230
H 0.837 -1.773 0.468
H -0.830 -2.003 -0.206
H -0.229 0.010 -1.607
H 1.140 0.168 -0.389
H -1.436 0.663 2.054
H -0.542 2.100 -1.050
H -0.945 2.704 0.441
*
```

Output
* LUMO (alpha / beta): -3.29 / -9.16 eV
* frontier orbital gap (alpha / beta): 0.3725 / 0.2778 hartree
* <S²>: 2.01


Record 5
Below is one molecule with the formula C5H8O2, with properties calculated with the ωB97M-V functional and the def2-TZVPD basis.

```
! RIJCOSX wB97M-V def2-TZVPD def2/J DEFGRID3
* xyz 0 1
C -1.322 -1.914 -0.714
C -0.569 -0.980 -0.619
C 0.362 0.107 -0.262
C -0.160 1.473 -0.726
O 1.655 -0.130 -0.806
C 0.531 0.072 1.296
O -0.031 -1.030 1.960
H -1.958 -2.769 -0.762
H 0.560 2.249 -0.443
H -1.127 1.705 -0.269
H -0.286 1.501 -1.815
H 1.565 -0.249 -1.762
H 0.144 1.013 1.714
H 1.606 0.016 1.474
H -0.970 -1.065 1.735
*
```

Output
* LUMO: 0.82 eV
* frontier orbital gap: 0.4100 hartree
* SMILES string: C#C[C@](C)(O)CO


Record 6
Below is one molecule with the formula C11H7N5O4 in a non-equilibrium geometry, with properties calculated with the ωB97M-V functional and the def2-TZVPD basis.

```
! RIJCOSX wB97M-V def2-TZVPD def2/J DEFGRID3
* xyz 0 1
O -1.643 -4.376 3.108
C -1.002 -3.565 2.437
N -1.699 -2.511 1.851
C -0.966 -1.665 1.197
C -1.703 -0.663 0.604
C -1.021 0.336 -0.123
N -1.780 1.313 -0.811
O -1.670 1.534 -2.205
O -2.973 1.784 -0.299
C 0.412 0.373 -0.189
N 1.117 1.413 -0.787
C 2.296 1.308 -1.508
C 2.554 2.528 -2.038
N 1.590 3.427 -1.562
C 0.746 2.764 -0.827
C 1.109 -0.682 0.417
C 0.444 -1.713 1.064
N 1.196 -2.637 1.610
C 0.490 -3.636 2.284
O 1.163 -4.507 2.866
H -2.799 -0.627 0.646
H -0.805 1.939 -2.417
H -3.503 2.104 -1.055
H 2.909 0.425 -1.644
H 3.396 2.793 -2.683
H -0.053 3.212 -0.324
H 2.194 -0.671 0.390
*
```

Output
* LUMO: -3.19 eV
* frontier orbital gap: 0.2074 hartree
* SMILES string: O=C1N=c2cc(N(O)O)c(-n3ccnc3)cc2=NC1=O


Computed calculated total energy (eV) in order:
-11612.33399, -138996.74129, -18237.48241, -6660.23645, -9407.22774, -27154.44426